[1]
Density functional theory data (ωB97M-V/def2-TZVPD) for a cluster of 3 separate species, C23H44NO11P3 in total in a non-equilibrium geometry.

XYZ file:
```
82
Properties=species:S:1:pos:R:3:forces:R:3
N 1.20772 3.08124 -0.39214 0.17 -0.03 -0.44
P 0.97638 2.58209 -1.86706 0.54 0.49 1.79
C 0.25300 0.82780 -1.78553 -0.07 0.34 -0.10
O -0.57573 0.93301 -0.59555 -0.18 0.69 -0.21
C -1.68022 1.61826 -1.03833 -0.66 -0.08 -0.70
O -2.49254 2.17048 -0.38554 0.10 -0.09 0.06
O -1.75245 1.54692 -2.43079 0.02 -0.58 1.09
C -0.87486 0.43281 -2.72099 0.72 0.67 -0.54
C -0.59895 0.25198 -4.19822 -0.46 -0.48 0.52
C 0.27598 -1.00309 -4.42410 -0.05 0.68 -0.88
C 1.71151 -0.72398 -4.85603 -0.31 -0.69 0.19
C 2.42749 -1.80223 -5.38571 0.43 0.58 0.06
C 3.72851 -1.60377 -5.81992 0.06 -0.55 -0.18
C 4.34193 -0.36028 -5.76399 -0.07 0.22 0.15
C 3.63788 0.70333 -5.22561 -0.18 -0.05 0.06
C 2.33231 0.51159 -4.78066 0.00 0.09 0.03
H 2.18248 3.29396 -0.21728 -0.04 -0.05 0.20
H 0.02063 3.42490 -2.46631 0.13 -0.50 -0.67
H 2.18911 2.57507 -2.58297 -0.45 -0.20 -0.63
H 1.09657 0.15368 -1.64497 -0.28 -0.26 0.21
H -1.34876 -0.43168 -2.24205 0.16 -0.36 -0.57
H -0.17799 1.15203 -4.64392 0.07 0.00 0.08
H -1.56614 0.10502 -4.68389 0.03 0.02 0.02
H 0.23285 -1.69428 -3.57823 0.11 0.11 0.08
H -0.17090 -1.54102 -5.26397 0.01 -0.15 0.14
H 1.98233 -2.78604 -5.46822 -0.08 0.04 0.08
H 4.26826 -2.45869 -6.21318 0.05 0.11 -0.06
H 5.34883 -0.21604 -6.13339 0.00 -0.08 0.03
H 4.07271 1.69150 -5.13732 0.10 -0.06 -0.10
H 1.79547 1.36567 -4.39014 0.02 -0.03 -0.03
C 2.19504 -8.33648 -1.67675 0.01 0.11 0.09
C 0.95000 -7.80141 -2.35950 0.13 -0.15 -0.19
O 0.11749 -7.06076 -1.46387 0.91 0.19 0.24
P 0.57993 -5.58408 -0.96981 -6.58 -1.90 0.43
O 0.42387 -4.74294 -2.18818 3.75 0.49 0.10
O -0.79182 -5.09484 -0.20341 0.73 0.28 0.48
C -1.30786 -3.79801 -0.53553 -0.46 0.03 -0.04
C -2.40236 -3.92034 -1.57454 -0.16 -0.10 -0.10
O 1.26345 -6.11091 0.39356 1.48 1.11 -1.22
C 1.16957 -5.38461 1.64043 0.25 0.21 0.41
C 0.16090 -6.05728 2.54031 -0.20 -0.27 -0.10
H 2.86019 -7.52317 -1.37684 0.03 -0.02 -0.04
H 2.74560 -8.99661 -2.34799 -0.02 0.02 -0.02
H 1.93032 -8.88832 -0.77514 -0.03 -0.04 -0.03
H 1.21308 -7.17785 -3.21908 -0.04 0.03 0.02
H 0.34367 -8.62922 -2.72543 -0.11 0.07 0.06
H -0.51045 -3.13806 -0.87270 0.01 -0.05 -0.08
H -1.71551 -3.35822 0.37811 0.03 -0.21 0.11
H -2.06392 -4.47585 -2.44825 0.17 0.09 0.02
H -2.74680 -2.93741 -1.90365 -0.02 0.01 0.07
H -3.25188 -4.46653 -1.16211 -0.03 0.08 0.05
H 0.92729 -4.33627 1.47217 -0.10 -0.04 -0.11
H 2.15588 -5.42061 2.10430 0.06 -0.03 -0.17
H -0.82393 -6.09528 2.07949 0.03 0.15 -0.06
H 0.08330 -5.52248 3.48741 0.08 0.01 0.00
H 0.45924 -7.08731 2.74095 0.09 0.05 0.07
C -2.18462 5.90016 7.84007 0.10 0.06 -0.09
C -2.38315 4.57058 7.13531 -0.01 -0.07 0.27
O -2.32365 4.69757 5.71421 0.64 0.47 0.19
P -0.89300 4.95996 4.99285 -4.35 -2.00 -3.44
O -0.08868 3.73370 5.21488 1.70 1.98 1.48
O -1.30286 4.83121 3.42114 0.33 0.49 0.49
C -0.60847 3.95834 2.51641 -0.02 -0.34 -0.24
C -1.38600 2.67981 2.30678 -0.15 -0.01 0.42
O -1.03642 6.57482 4.98507 1.67 -0.64 1.11
C -0.56376 7.38565 3.89120 0.24 0.32 -0.10
C -1.73522 7.83365 3.04939 -0.30 -0.08 0.03
H -1.16947 6.27571 7.69292 -0.01 -0.01 0.05
H -2.35695 5.79454 8.91211 0.00 -0.04 -0.01
H -2.86867 6.64995 7.44297 -0.05 -0.03 0.02
H -1.64490 3.83647 7.47133 0.00 0.00 -0.05
H -3.37177 4.17418 7.36557 -0.01 -0.02 -0.14
H 0.40330 3.75660 2.86445 -0.05 -0.01 0.17
H -0.51796 4.49192 1.56838 -0.06 0.09 0.06
H -1.60551 2.19094 3.25856 0.20 0.05 0.08
H -0.82566 1.99148 1.67875 0.03 0.06 -0.04
H -2.33842 2.89265 1.83186 0.01 0.01 -0.05
H 0.18141 6.85735 3.29820 -0.07 -0.13 -0.01
H -0.07447 8.25722 4.32962 0.02 -0.10 0.13
H -2.28460 6.98535 2.64708 0.14 -0.09 -0.02
H -1.39139 8.45313 2.21984 0.05 0.03 0.05
H -2.43682 8.41169 3.65313 0.08 0.08 0.00
```
Forces are in eV/Å.

## Properties
Kohn-Sham gap = 0.3291 Eh
total charge = 0
SMILES string = N=[PH2][C@H]1OC(=O)O[C@H]1CCc1ccccc1.CCOP(=O)(OCC)OCC.CCOP(=O)(OCC)OCC
E_LUMO = 0.0021 Ha
max |F| = 6.9 eV/Å

Atom charges from the Löwdin analysis, given in e for atoms 1 to 8: N -0.2725; P 0.8025; C -0.2926; O -0.0038; C -0.5603; O 0.1859; O 0.0335; C -0.2982

[2]
Density functional theory data (ωB97M-V/def2-TZVPD) for a structure of composition C23H44NP3PbSe in a non-equilibrium geometry.

XYZ file:
```
73
Properties=species:S:1:pos:R:3:forces:R:3
Pb 1.95952 0.52293 0.27459 -1.37 -0.81 1.19
P -2.03534 -0.84919 1.29325 -0.72 0.14 -0.05
P -0.57255 -1.89353 -2.06184 0.40 -0.09 0.47
P -0.09127 1.92268 1.84682 0.05 1.88 0.24
H 4.29468 3.39992 -5.05434 0.01 -0.08 0.57
C 4.78984 3.56518 -4.08558 0.01 -0.35 0.54
C 4.76383 2.70161 -3.04368 0.22 0.97 -0.58
H 4.14058 1.77982 -3.02980 0.71 0.57 -0.17
C -3.59141 -0.22934 0.50232 0.06 0.02 0.04
C -2.27905 -2.66739 1.20377 0.16 -0.04 0.08
C -2.43999 -0.56472 3.06109 0.15 0.01 0.21
C 0.30806 -1.53509 -3.56618 0.44 -0.01 -0.20
C -0.38822 -3.60964 -1.66327 -0.04 0.23 -0.16
C -2.28992 -1.58386 -2.45924 0.03 0.08 0.36
C 0.90928 3.43869 1.50887 0.00 -0.16 0.07
C 0.10794 1.82364 3.66091 0.32 -0.69 -0.24
C -1.76018 2.74420 1.71632 -0.21 -0.49 -0.51
H 5.37570 4.50145 -4.03939 -0.18 -0.78 0.03
H 5.45340 2.92309 -2.20148 -0.82 -0.37 -0.41
H -4.49216 -0.62298 0.99420 0.24 0.10 -0.12
H -3.60817 -0.51872 -0.55407 -0.16 0.17 0.34
H -3.61363 0.86801 0.53527 -0.09 -0.27 0.05
H -3.14467 -2.98245 1.80328 0.19 0.07 -0.22
H -1.37406 -3.15062 1.59883 -0.28 -0.04 -0.12
H -2.43359 -2.97898 0.16205 -0.11 0.02 0.42
H -3.44131 -0.94118 3.30688 0.21 0.07 -0.10
H -2.39844 0.50180 3.30719 -0.18 -0.35 -0.02
H -1.70777 -1.08302 3.69195 -0.24 0.08 -0.08
H -0.22668 -2.10794 -4.35269 0.48 0.40 0.21
H 1.34564 -1.88100 -3.47991 -0.20 -0.05 -0.20
H 0.32473 -0.46301 -3.80569 -0.21 -0.35 -0.05
H -0.78142 -4.06794 -2.57402 0.18 -0.67 0.20
H -0.99933 -3.84702 -0.79185 0.13 -0.20 -0.19
H 0.66286 -3.84770 -1.47410 -0.26 -0.17 -0.25
H -2.40837 -2.24070 -3.32791 -0.28 0.17 -0.09
H -2.48854 -0.53792 -2.73510 -0.06 -0.44 -0.02
H -2.95778 -1.92538 -1.66485 0.09 0.09 -0.26
H 0.49003 4.24559 2.13162 0.36 -0.13 -0.30
H 0.85029 3.72774 0.44555 0.13 -0.01 0.36
H 1.95284 3.26734 1.81674 -0.12 0.26 -0.16
H 0.23204 2.84090 4.03806 -0.04 -0.03 -0.03
H 1.01561 1.24386 3.86693 -0.24 0.12 0.33
H -0.77181 1.36115 4.11685 0.36 0.01 0.01
H -1.68648 3.75698 2.13027 0.30 -0.23 0.01
H -2.52115 2.21330 2.29382 0.15 -0.02 -0.23
H -2.09293 2.82941 0.67404 0.00 -0.02 0.34
C -0.68387 2.76030 -2.58609 -0.20 -0.92 0.27
C 0.51380 2.73552 -3.34065 2.02 0.95 -0.79
C 1.02773 3.89753 -3.90087 0.23 -1.55 0.18
C 0.24270 5.06201 -3.90239 -0.01 0.27 -0.07
C -1.07600 5.02414 -3.39989 -1.38 -0.67 0.83
C -1.54965 3.88305 -2.74396 -0.40 1.36 -0.19
Se -0.91469 1.34472 -1.38969 -0.11 1.56 -0.33
H -0.01415 -1.16285 -0.94883 -0.62 -0.45 -0.72
H 1.08785 1.80970 -3.40111 -0.04 0.34 0.07
H 2.02869 3.88588 -4.33625 -0.32 0.06 0.05
H 0.62774 5.99523 -4.32063 -0.07 -0.26 0.04
H -1.71923 5.90716 -3.51860 0.26 -0.47 0.15
H -2.55555 3.85024 -2.31707 0.32 0.15 -0.13
C 2.10869 -5.48897 4.32993 0.06 -0.13 -0.22
C 1.68322 -4.36496 3.41772 0.00 -0.37 0.18
C 1.05235 -3.23845 3.95276 -0.14 0.71 -0.44
C 0.86281 -2.10748 3.15724 0.30 -0.28 0.11
N 1.20962 -2.07521 1.85628 0.35 0.55 -0.84
C 1.66205 -3.21375 1.28614 0.43 -0.35 0.67
C 1.91780 -4.37625 2.03312 -0.20 0.48 -0.47
H 2.79787 -5.11361 5.09703 -0.16 0.04 -0.17
H 1.26544 -5.94518 4.86373 0.06 0.19 -0.19
H 2.63294 -6.27296 3.77874 -0.13 0.09 0.06
H 0.73464 -3.21845 4.99145 0.18 0.03 -0.09
H 0.46249 -1.18175 3.57832 0.14 -0.33 -0.11
H 1.91040 -3.17233 0.21515 -0.08 -0.04 0.56
H 2.30364 -5.27326 1.53194 -0.07 0.46 0.28
```
Forces are in eV/Å.

## Properties
Kohn-Sham gap (alpha / beta) = 0.1278 / 0.1209 Eh
total charge = +4
E_LUMO (alpha / beta) = -0.5645 / -0.5714 Ha
max |F| = 2.4 eV/Å
energy above the lowest of the compared OMol25 structures with the same formula, charge and spin = 7.9 kcal per mole

Atom charges from the Löwdin analysis, given in e for atoms 1 to 8: Pb 1.2546; P 0.7501; P 0.7784; P 0.6192; H 0.0573; C -0.0681; C -0.0976; H 0.0259

[3]
Density functional theory data (ωB97M-V/def2-TZVPD) for a structure of composition C23H45As4BrMnNO2 in a non-equilibrium geometry.

XYZ file:
```
77
Properties=species:S:1:pos:R:3:forces:R:3
Mn 0.16968 0.80828 -0.63851 -0.72 0.91 0.75
Br -1.49275 3.63877 1.08737 0.03 -0.08 0.18
C -0.02790 3.89437 -0.06629 -0.08 -0.22 0.05
C 0.40186 5.17795 -0.34032 0.09 0.21 -0.07
C 1.50752 5.34687 -1.16051 -0.04 0.11 0.02
C 2.18087 4.22795 -1.63554 0.07 0.01 -0.07
C 1.69034 2.99247 -1.29356 -0.13 -0.18 0.19
N 0.56811 2.81002 -0.55592 0.40 0.11 -0.27
C 2.42328 1.71877 -1.62926 -0.42 0.10 0.23
O 3.30749 1.65845 -2.41173 0.34 -0.26 -0.06
O 1.93151 0.65560 -0.90829 0.44 0.03 -0.53
H -0.12102 6.02404 0.08398 0.02 -0.01 0.00
H 1.85344 6.34435 -1.40271 0.00 -0.03 0.02
H 3.07911 4.29298 -2.23663 -0.04 0.02 0.01
C -1.12206 -2.96855 -1.10123 -0.03 0.07 0.23
As 0.27353 -1.63364 -0.98615 -0.08 -0.04 0.11
C 1.23475 -1.95430 -2.62941 -0.02 0.06 -0.01
C 1.46914 -2.52776 0.28699 0.05 0.05 0.04
C 1.19685 -2.29843 1.77788 -0.19 -0.08 -0.01
C -0.29371 -2.50981 2.10656 0.18 -0.06 0.09
C 1.65300 -0.89600 2.18691 -0.07 0.03 0.00
As 0.48921 0.62682 1.76835 0.58 -0.49 0.19
C -0.78839 0.63804 3.22022 -0.19 -0.06 -0.19
C 1.73598 1.99282 2.33331 -0.07 0.05 -0.06
C 1.92397 -3.37049 2.63394 0.10 -0.06 0.06
As 3.84015 -3.65441 2.44816 -0.05 0.09 -0.13
C 4.27502 -4.69844 0.90218 0.08 -0.10 0.04
C 4.89664 -2.05448 2.43485 0.10 -0.02 0.08
H -0.64549 -3.94016 -0.99956 -0.01 -0.09 0.02
H -1.58802 -2.91867 -2.06994 -0.17 0.03 -0.29
H -1.87937 -2.85334 -0.33052 -0.01 0.01 0.00
H 1.39951 -3.02162 -2.74546 0.02 -0.11 -0.02
H 2.18394 -1.42607 -2.61622 0.04 0.04 0.02
H 0.64243 -1.59904 -3.46893 -0.04 0.02 -0.07
H 2.48110 -2.21180 0.02215 0.05 0.02 0.01
H 1.37574 -3.58824 0.04914 0.01 -0.07 -0.06
H -0.91851 -1.80479 1.55895 -0.08 0.09 -0.06
H -0.48485 -2.36663 3.17132 0.00 -0.01 0.00
H -0.62133 -3.51653 1.84299 0.02 0.02 -0.01
H 2.59699 -0.63798 1.70617 0.07 0.00 0.00
H 1.80374 -0.83678 3.26577 -0.03 0.03 0.10
H -0.28912 0.19071 4.07587 0.00 -0.01 0.09
H -1.69188 0.08011 2.99022 0.00 -0.01 -0.01
H -1.03958 1.66813 3.44714 -0.04 0.10 0.02
H 2.07236 1.73490 3.33412 0.04 0.00 0.11
H 1.26387 2.96917 2.36852 -0.06 0.07 -0.01
H 2.58914 2.01841 1.66037 0.03 -0.01 -0.05
H 1.51049 -4.36052 2.43029 -0.05 -0.01 -0.01
H 1.76580 -3.17659 3.69646 -0.03 0.03 0.01
H 3.57619 -5.52484 0.80270 -0.03 0.00 -0.02
H 5.28505 -5.08771 1.01725 0.03 0.00 -0.03
H 4.23449 -4.03454 0.03700 0.00 -0.04 -0.04
H 4.59394 -1.39283 3.24138 -0.01 0.02 0.00
H 4.76581 -1.58285 1.45881 0.03 0.04 0.02
H 5.94117 -2.33295 2.56481 0.02 0.00 -0.02
C -3.29980 -1.10003 -3.18168 -0.06 0.03 0.07
C -2.98212 0.37601 -3.02704 0.00 -0.11 0.09
As -2.22715 1.11218 -1.37107 -0.14 -0.29 -0.74
C -3.41095 0.42459 0.01779 0.02 0.10 0.01
C -4.89604 0.75166 -0.08444 -0.01 -0.06 0.05
C -2.59268 2.95594 -1.96222 -0.03 0.06 0.20
C -3.99028 3.49472 -1.67224 0.06 0.02 -0.07
H -4.05099 -1.21833 -3.96270 0.01 -0.02 0.01
H -3.70665 -1.55361 -2.27613 0.01 0.01 -0.01
H -2.42784 -1.65718 -3.50604 0.13 -0.13 0.02
H -3.89214 0.96591 -3.11412 -0.12 0.07 -0.04
H -2.31861 0.71893 -3.81732 0.05 0.04 -0.10
H -2.98883 0.73818 0.97021 -0.03 0.04 0.13
H -3.25276 -0.65180 -0.06344 0.04 -0.12 0.03
H -5.10564 1.79029 0.15468 0.00 -0.01 0.00
H -5.44002 0.13105 0.62842 -0.02 0.02 -0.02
H -5.29719 0.53530 -1.07399 0.00 -0.01 -0.02
H -2.42853 2.88089 -3.03532 0.01 0.00 -0.11
H -1.83516 3.62649 -1.57577 -0.02 0.03 -0.08
H -4.77592 2.80305 -1.96961 -0.01 0.00 -0.02
H -4.13750 4.41025 -2.24495 0.00 0.03 0.03
H -4.12238 3.73628 -0.61847 -0.01 -0.02 0.00
```
Forces are in eV/Å.

## Properties
Kohn-Sham gap (alpha / beta) = 0.2807 / 0.2539 Eh
2S+1 = 2
total charge = +3
expectation value of S² = 0.7518
E_LUMO (alpha / beta) = -0.3655 / -0.3924 Ha
max |F| = 1.4 eV/Å

Atom charges from the Löwdin analysis, given in e for atoms 1 to 8: Mn 0.2315; Br 0.9323; C -0.7119; C -0.0410; C 0.0377; C 0.0643; C -0.1556; N -0.0373

| no. | DFT total energy (eV) |
| --- | --- |
| 1 | -76444.4932 |
| 2 | -124471.0308 |
| 3 | -374855.6781 |